Entry 1:
{"formula": "C7H14N3O", "method": "ωB97M-V with the def2-TZVPD basis set", "molar_mass_g_mol": 156.2, "total_charge": 1, "e_lumo_ev": [-5.234, -5.129], "e_homo_ev": [-13.2, -12.9], "species": ["C", "C", "C", "C", "C", "C", "C", "N", "N", "N", "O", "H", "H", "H", "H", "H", "H", "H", "H", "H", "H", "H", "H", "H", "H"], "xyz": [[-1.74075, 0.12694, -0.29250], [0.86947, -0.52601, -1.25237], [-2.88716, 1.96604, 0.91843], [2.97116, -1.64327, -0.31149], [2.33399, 0.75006, 0.15428], [-3.11914, 0.74085, 0.03629], [2.32176, -0.32553, -0.91895], [-1.24566, 0.38902, -1.57725], [-0.88790, -0.38724, 0.52253], [-1.12797, -0.97481, 1.65206], [0.02449, 0.21591, -1.71972], [-3.75129, 2.60446, 1.18232], [-2.17243, 2.61558, 0.38168], [-2.32373, 1.69104, 1.87663], [3.98426, -1.53676, -0.09882], [2.79376, -2.45670, -0.98838], [2.46951, -1.94031, 0.55047], [2.78468, 0.43076, 1.06676], [1.26647, 1.06157, 0.53863], [2.93310, 1.62468, -0.19495], [-3.63095, 0.94218, -0.85929], [-3.64671, -0.00386, 0.58393], [2.63514, -0.04208, -1.92512], [-0.28936, -1.33217, 2.16343], [-2.09467, -1.26020, 1.90029]], "lowdin_charge": [-0.280, 0.117, -0.086, -0.015, -0.054, -0.149, -0.306, 0.150, 0.020, 0.122, 0.046, 0.090, 0.081, 0.094, 0.073, 0.082, 0.058, 0.070, 0.114, 0.108, 0.101, 0.094, 0.162, 0.156, 0.153]}

Entry 2:
{"formula": "C7H14N3O", "method": "ωB97M-V with the def2-TZVPD basis set", "spin_multiplicity": 3, "molar_mass_g_mol": 156.2, "total_charge": 1, "e_lumo_ev": [-2.602, -7.008], "e_homo_ev": [-10.0, -14.6], "species": ["C", "C", "C", "C", "C", "C", "C", "N", "N", "N", "O", "H", "H", "H", "H", "H", "H", "H", "H", "H", "H", "H", "H", "H", "H"], "xyz": [[-0.00642, -0.43390, -0.33993], [1.46394, -0.02782, 0.21028], [-1.90887, 0.98865, 0.12639], [-1.26264, -1.01681, 1.62484], [-0.76920, -0.85355, -2.57596], [2.62248, 0.92210, 2.00688], [-1.30937, -0.46215, 0.18840], [2.14808, 0.24109, -0.86671], [1.42812, 0.10129, -1.92612], [0.17348, -0.38930, -1.62151], [1.64996, 0.07385, 1.48130], [-1.80242, 1.50408, -0.75717], [-1.15793, 1.57472, 0.77176], [-2.88139, 1.01716, 0.72064], [-1.02189, -0.21506, 2.41426], [-0.62951, -1.93484, 1.59781], [-2.28621, -1.32550, 1.97533], [-0.24575, -0.88670, -3.52851], [-1.07301, -1.71864, -2.22037], [-1.63103, -0.21010, -2.63762], [2.73679, 1.87842, 1.53595], [3.67094, 0.64274, 2.03406], [2.37453, 1.08250, 3.02962], [-2.06138, -1.00367, -0.41254], [1.77871, 0.45146, -2.83110]], "lowdin_charge": [-0.133, -0.169, -0.019, -0.052, 0.032, -0.021, -0.395, 0.136, 0.130, -0.106, 0.066, 0.041, 0.105, 0.122, 0.112, 0.098, 0.098, 0.118, 0.056, 0.106, 0.105, 0.114, 0.102, 0.145, 0.213]}

Entry 3:
{"formula": "C7H14N3O4S", "method": "ωB97M-V with the def2-TZVPD basis set", "molar_mass_g_mol": 236.3, "total_charge": 1, "e_lumo_ev": -5.235, "e_homo_ev": -13.7, "species": ["C", "C", "C", "C", "C", "C", "C", "N", "N", "N", "O", "O", "O", "O", "S", "H", "H", "H", "H", "H", "H", "H", "H", "H", "H", "H", "H", "H", "H"], "xyz": [[4.82759, -1.35807, -0.23532], [3.34178, -1.51914, -0.31410], [3.88092, 0.54377, -0.04356], [3.73824, 1.88707, 0.10887], [-3.91387, 0.14752, 1.27425], [-3.07973, -0.98451, -0.66409], [-2.29630, 1.14265, -0.23331], [5.08775, -0.11502, -0.01636], [2.86340, -0.32698, -0.16654], [-2.72830, -0.06053, 0.38840], [0.89979, 0.88354, 0.75561], [1.07200, 0.84951, -1.57868], [-1.70717, -0.53074, 1.11191], [0.51414, -1.21660, -0.40808], [1.13159, 0.06762, -0.38262], [5.61112, -2.16909, -0.31176], [2.69497, -2.32828, -0.50562], [2.80702, 2.19260, 0.36669], [4.62679, 2.40401, 0.29840], [-0.92629, -0.87823, 0.60049], [-4.51721, 0.94487, 0.71931], [-4.42580, -0.77727, 1.32767], [-3.44393, 0.54790, 2.13952], [-2.37290, -0.84217, -1.52734], [-3.00288, -1.92856, -0.24514], [-4.05148, -0.75786, -1.02594], [-3.10780, 1.47988, -1.00099], [-2.04137, 1.80761, 0.56184], [-1.48205, 0.89448, -0.99352]], "lowdin_charge": [-0.024, 0.073, -0.373, 0.298, 0.087, 0.023, -0.006, 0.159, -0.041, -0.498, -0.263, -0.251, 0.034, -0.277, 0.430, 0.149, 0.129, 0.050, 0.095, 0.088, 0.148, 0.104, 0.111, 0.142, 0.105, 0.111, 0.161, 0.120, 0.115]}

Entry 4:
{"formula": "C7H14N3OW", "method": "ωB97M-V with the def2-TZVPD basis set", "spin_multiplicity": 3, "molar_mass_g_mol": 340.0, "total_charge": 1, "e_lumo_ev": [-4.065, -4.338], "e_homo_ev": [-11.3, -11.2], "species": ["C", "W", "N", "H", "H", "H", "H", "H", "H", "H", "H", "N", "C", "O", "C", "C", "C", "N", "C", "C", "H", "H", "H", "H", "H", "H"], "xyz": [[1.96236, -2.31789, -3.28912], [0.92985, -1.09604, -1.83916], [0.07170, 0.42410, -3.04191], [1.82338, -1.90018, -0.68160], [0.78574, -2.58554, -2.56381], [2.62338, -3.17213, -3.09261], [2.47815, -1.34898, -2.92829], [1.70349, -2.27456, -4.35745], [0.26003, 1.36889, -2.69661], [-0.94822, 0.34674, -3.09621], [0.38066, 0.43563, -4.01797], [-1.06724, 2.16792, 4.30875], [-1.74141, 1.25345, 3.54374], [-2.84198, 0.82675, 3.88130], [-1.07977, 0.81441, 2.27076], [0.12604, 1.33397, 1.76794], [0.70090, 0.79828, 0.61062], [0.11779, -0.23653, -0.09076], [-1.09027, -0.71021, 0.36809], [-1.69191, -0.20181, 1.51744], [-1.47904, 2.40852, 5.19588], [-0.11844, 2.45982, 4.13197], [0.63744, 2.16367, 2.26499], [1.65022, 1.17270, 0.21841], [-1.54105, -1.51498, -0.21726], [-2.65179, -0.61602, 1.83286]], "lowdin_charge": [-0.205, 0.986, -0.095, -0.092, -0.017, 0.060, -0.014, 0.052, 0.076, 0.079, 0.082, 0.181, -0.467, 0.080, -0.090, 0.018, -0.092, -0.188, -0.091, 0.035, 0.123, 0.094, 0.119, 0.115, 0.113, 0.137]}

Entry 5:
{"formula": "C7H14N4O", "method": "ωB97M-V with the def2-TZVPD basis set", "molar_mass_g_mol": 170.2, "total_charge": 0, "e_lumo_ev": [-0.274, -0.271], "e_homo_ev": [-7.5, -7.5], "species": ["C", "C", "C", "C", "C", "C", "C", "N", "N", "N", "N", "O", "H", "H", "H", "H", "H", "H", "H", "H", "H", "H", "H", "H", "H", "H"], "xyz": [[-3.23594, 1.56418, 0.11194], [-2.06892, 0.77463, 0.21085], [-2.52523, -0.66852, 0.91510], [-5.27341, 0.24960, -0.18378], [3.71353, -0.35455, -1.35161], [3.97038, -0.03801, 0.11941], [2.52556, 0.28616, 0.63608], [-4.38287, 1.03587, -0.15552], [-0.90740, 1.21717, 0.01826], [-3.50077, -1.30510, 0.12186], [1.40541, -0.50424, 0.13671], [-3.10944, -2.00819, -0.84060], [-3.16700, 2.54410, 0.45742], [-1.50364, -1.12223, 1.08672], [-2.92963, -0.41459, 1.81571], [-6.15987, -0.04832, -0.66008], [3.45204, 0.51271, -1.78647], [4.65026, -0.68293, -1.79468], [2.98862, -1.06619, -1.51972], [4.61749, 0.72133, 0.24656], [4.29512, -0.87627, 0.56379], [2.35350, 0.43415, 1.65507], [2.20773, 1.21271, 0.31400], [-0.18072, 0.52978, 0.22379], [1.62307, -1.42247, 0.48480], [1.14214, -0.57080, -0.82561]], "lowdin_charge": [-0.148, -0.338, -0.108, 0.132, -0.094, -0.167, -0.248, -0.019, 0.151, -0.101, -0.037, -0.018, 0.099, 0.131, 0.076, 0.065, 0.042, 0.083, 0.037, 0.070, 0.061, 0.094, 0.081, -0.005, 0.082, 0.075]}

Entry 6:
{"formula": "C7H14N5", "method": "ωB97M-V with the def2-TZVPD basis set", "molar_mass_g_mol": 168.2, "total_charge": 1, "e_lumo_ev": [-5.526, -5.526], "e_homo_ev": [-12.0, -12.0], "species": ["C", "C", "C", "C", "C", "C", "C", "N", "N", "N", "N", "N", "H", "H", "H", "H", "H", "H", "H", "H", "H", "H", "H", "H", "H", "H"], "xyz": [[-2.20704, -0.46038, 0.53128], [-1.12410, 1.34064, -0.21758], [-2.79531, -1.37717, 1.35380], [2.61200, -0.41799, -0.92089], [-0.72053, 2.73924, -0.43550], [2.10040, -0.95667, -2.19868], [2.45600, 0.36280, 1.20861], [-1.71713, -0.66588, -0.82401], [-1.06407, 0.40293, -1.16149], [-1.87947, 0.82273, 0.83407], [1.90043, 0.05839, 0.01055], [-2.84215, -2.68129, 1.06749], [-3.36599, -0.97851, 2.15548], [3.71869, -0.42905, -0.85136], [-0.22333, 2.82266, -1.47685], [-1.61132, 3.45933, -0.21075], [0.09511, 3.04171, 0.18564], [2.28729, -1.99975, -2.21441], [2.69480, -0.60259, -2.91240], [1.06583, -0.77252, -2.36713], [3.61837, 0.54633, 1.16660], [1.93467, 1.23790, 1.60690], [2.57307, -0.46032, 1.99234], [-1.82615, 1.29799, 1.72313], [-3.38684, -3.28359, 1.66101], [-2.29324, -3.04693, 0.29416]], "lowdin_charge": [-0.258, -0.305, -0.006, -0.201, -0.003, -0.050, -0.212, 0.138, 0.070, 0.182, -0.067, 0.209, 0.144, 0.129, 0.133, 0.135, 0.064, 0.079, 0.032, 0.056, 0.109, 0.060, 0.102, 0.180, 0.137, 0.144]}

Entry 7:
{"formula": "C7H14N5O", "method": "ωB97M-V with the def2-TZVPD basis set", "molar_mass_g_mol": 184.2, "total_charge": 1, "e_lumo_ev": -5.244, "e_homo_ev": -12.7, "species": ["C", "C", "C", "C", "C", "C", "C", "N", "N", "N", "N", "N", "O", "H", "H", "H", "H", "H", "H", "H", "H", "H", "H", "H", "H", "H", "H"], "xyz": [[-2.94525, 0.06152, 0.91667], [-1.94798, -0.86616, 0.55974], [-0.43616, -2.17748, -0.06218], [-1.91574, 0.85858, -0.98691], [0.47516, -3.33138, -0.11241], [3.48671, 1.73747, 0.95748], [3.47197, 0.60013, -0.04915], [-1.36676, -1.99820, 0.89511], [-2.94923, 1.03917, 0.03534], [-0.41750, -1.20125, -0.98254], [-3.67044, 2.18198, 0.07346], [-1.36010, -0.38675, -0.59215], [2.29660, 0.69576, -0.83559], [-3.61071, 0.01950, 1.75964], [-2.35040, 0.82513, -1.99489], [-1.17342, 1.66894, -0.94327], [1.33269, -3.09671, -0.73558], [-0.04303, -4.19018, -0.53807], [0.78990, -3.59733, 0.89301], [3.46047, 2.69248, 0.43624], [2.61758, 1.67140, 1.60697], [4.38890, 1.68436, 1.56324], [3.48681, -0.36678, 0.47431], [4.36136, 0.65261, -0.68943], [-4.43775, 2.17748, 0.73479], [-3.89320, 2.58516, -0.82832], [2.34952, 0.06056, -1.55551]], "lowdin_charge": [0.151, -0.240, -0.357, 0.007, -0.004, -0.086, -0.332, 0.212, -0.113, 0.195, 0.156, -0.052, -0.110, 0.165, 0.172, 0.177, 0.084, 0.093, 0.092, 0.075, 0.069, 0.078, 0.108, 0.115, 0.136, 0.135, 0.073]}

Entry 8:
{"formula": "C7H14N5O3Se3TeZn", "method": "ωB97M-V with the def2-TZVPD basis set", "molar_mass_g_mol": 646.1, "total_charge": -1, "e_lumo_ev": 1.873, "e_homo_ev": -3.3, "species": ["Zn", "Se", "Se", "Te", "Se", "N", "C", "C", "C", "C", "N", "C", "N", "N", "C", "O", "O", "H", "H", "H", "H", "H", "H", "H", "H", "H", "H", "H", "H", "H", "H", "O", "C", "N"], "xyz": [[1.07668, 1.80013, -1.91331], [2.79440, 1.73717, -0.26801], [0.62760, 3.19421, 2.27673], [1.11592, 5.72074, -1.50830], [-0.04531, 3.83287, -2.67247], [-1.12881, 1.06850, -1.60238], [-1.32050, -0.37572, -1.53986], [-1.88357, -0.88471, -0.20093], [-1.37800, -0.28251, 1.12014], [0.12815, -0.14288, 1.32677], [0.91702, -1.23717, 0.75472], [0.79130, -2.50658, 1.04629], [1.16586, -3.43503, 0.15549], [0.27269, -2.86224, 2.24595], [-0.01061, -1.11463, -1.90364], [-0.08574, -2.35511, -2.01057], [1.04803, -0.43576, -1.96525], [-1.25284, 1.54876, -0.71439], [-1.74440, 1.52534, -2.26147], [-2.03688, -0.67960, -2.30704], [-1.73536, -1.96694, -0.19697], [-2.96590, -0.72726, -0.21139], [-1.80983, -0.90494, 1.91044], [-1.79408, 0.71499, 1.28683], [0.36802, 0.00692, 2.38112], [0.53289, 0.75485, 0.86003], [1.39686, -0.99426, -0.11328], [0.95965, -3.18434, -0.82895], [1.07581, -4.40250, 0.41138], [0.30634, -2.18569, 2.99000], [0.23499, -3.83138, 2.50193], [0.81282, 5.15950, 0.38824], [1.36125, 3.93800, 0.70705], [2.20557, 3.50726, -0.14491]], "lowdin_charge": [0.260, 0.476, 0.395, 0.775, -0.116, 0.004, -0.277, -0.140, -0.175, -0.225, 0.113, -0.446, 0.194, 0.197, -0.640, -0.035, -0.136, 0.075, 0.052, 0.145, 0.104, 0.112, 0.098, 0.103, 0.097, -0.023, 0.103, 0.087, 0.107, 0.114, 0.108, -0.696, -1.221, -0.590]}

Entry 9:
{"formula": "C7H14NO3S", "method": "ωB97M-V with the def2-TZVPD basis set", "molar_mass_g_mol": 192.3, "total_charge": 1, "e_lumo_ev": -4.566, "e_homo_ev": -13.4, "species": ["O", "C", "C", "O", "C", "O", "C", "N", "C", "S", "C", "C", "H", "H", "H", "H", "H", "H", "H", "H", "H", "H", "H", "H", "H", "H"], "xyz": [[1.98130, -2.54799, 0.71529], [2.78193, -1.79444, -0.29474], [2.13857, -0.27290, -0.55713], [2.05752, 0.53909, 0.66659], [1.69979, 1.93911, 0.39149], [0.27732, 2.26973, 0.59105], [-0.57139, 1.77337, -0.50252], [-1.43224, 0.64872, 0.11021], [-1.14034, 0.02226, 1.30185], [-2.37086, -1.27772, 1.87011], [-3.49055, -1.19811, 0.33732], [-2.72174, 0.04665, -0.47264], [1.47609, -1.92164, 1.31153], [3.92964, -1.76838, -0.05287], [2.59548, -2.37108, -1.32236], [1.02396, -0.48727, -0.92135], [2.67393, 0.25837, -1.46420], [2.30080, 2.59489, 1.18798], [2.03939, 2.34087, -0.65929], [0.02424, 1.38120, -1.43324], [-1.29635, 2.64787, -0.82280], [-0.23624, 0.15608, 2.04928], [-4.63669, -0.98289, 0.52980], [-3.32242, -2.27113, -0.15949], [-3.45348, 0.81937, -0.97289], [-2.32767, -0.54407, -1.42699]], "lowdin_charge": [-0.128, -0.161, -0.177, -0.168, -0.178, -0.134, -0.100, -0.105, -0.219, 0.918, -0.364, -0.162, 0.081, 0.138, 0.144, 0.117, 0.147, 0.179, 0.160, 0.157, 0.175, 0.152, 0.119, 0.113, 0.152, 0.146]}

Entry 10:
{"formula": "C7H14NOP", "method": "ωB97M-V with the def2-TZVPD basis set", "molar_mass_g_mol": 159.2, "total_charge": 0, "e_lumo_ev": [-1.240, -0.366], "e_homo_ev": [-7.0, -7.9], "species": ["C", "C", "C", "C", "C", "C", "C", "N", "O", "P", "H", "H", "H", "H", "H", "H", "H", "H", "H", "H", "H", "H", "H", "H"], "xyz": [[-2.67521, -1.39425, -0.39860], [-3.28023, -0.10331, -0.37655], [-1.75346, -1.85165, 0.47251], [1.51791, -1.07893, -0.60229], [2.15439, 1.38622, -1.00058], [1.62686, 0.50749, 1.38014], [1.32389, 0.41504, -0.12310], [-0.04676, 0.77451, -0.34243], [-2.74238, 0.96263, 0.20068], [-1.13424, 1.80937, 0.10690], [-3.13444, -2.13089, -1.09191], [-4.31677, 0.15539, -0.88140], [-1.59060, -1.24771, 1.28377], [-1.45969, -2.95022, 0.28360], [2.46567, -1.24194, -0.85965], [1.02562, -1.68202, 0.09129], [1.00258, -1.16827, -1.48915], [3.16052, 1.26334, -0.77976], [2.09508, 2.43401, -0.51228], [2.00967, 1.50277, -2.09294], [1.73880, -0.43622, 1.96226], [2.51065, 1.06463, 1.43523], [0.77983, 1.13927, 1.72627], [-1.27769, 1.87076, 1.60798]], "lowdin_charge": [-0.187, -0.196, 0.031, -0.023, -0.061, -0.040, -0.659, -0.258, -0.372, 0.855, 0.106, 0.150, 0.033, 0.106, 0.035, 0.041, 0.052, 0.036, 0.104, 0.092, 0.095, 0.046, 0.042, -0.030]}

Energy relative to the best compared isomer or geometry (same formula, charge and spin) (kcal per mole)
185.09 70.67 47.89 15.86 199.89 40.73 20.19 31.71 67.86 98.54